# 1
A 7-piece molecular cluster, C38H83BINO13PS6 overall in a non-equilibrium geometry, computed with ωB97M-V/def2-TZVPD.

The total energy is -151935.4855 eV. The gap between HOMO and LUMO is 4.85 eV. The relative energy (zero: lowest compared OMol25 entry of this formula, charge and spin) comes out at 0.000 eV. The charge is -1. The calculation puts the LUMO energy at 1.41 eV.

CARTESIAN COORDINATES (ANGSTROEM)
1 C 7.8613 -2.6718 -0.7924
2 C 6.7145 -2.4171 -1.7843
3 C 5.5379 -1.6484 -1.1320
4 C 5.0015 -0.4795 -1.9960
5 C 3.6491 -0.8152 -2.6617
6 C 2.5328 -0.8352 -1.6229
7 C 1.2623 -1.5711 -2.1311
8 C 0.3802 -0.6594 -3.0091
9 C -0.9036 -0.0913 -2.3789
10 P -2.2529 -1.2379 -1.6247
11 I -1.7162 -3.2729 -3.3862
12 C -3.6634 -0.6328 -2.7776
13 C -5.1050 -0.5576 -2.2355
14 C -5.7936 -1.8366 -1.6857
15 C -5.7260 -1.9134 -0.1361
16 C -5.3767 -3.1558 -2.3517
17 B -2.6745 0.0991 -0.2336
18 N -2.8564 1.5601 -0.4848
19 O -2.8578 -0.3005 1.0756
20 H 8.7866 -2.8542 -1.3426
21 H 7.6179 -3.5413 -0.1768
22 H 8.0326 -1.8237 -0.1249
23 H 6.3306 -3.3870 -2.1088
24 H 7.1179 -1.8815 -2.6430
25 H 4.7204 -2.3484 -0.9466
26 H 5.8569 -1.2644 -0.1593
27 H 4.8864 0.4036 -1.3597
28 H 5.7645 -0.2411 -2.7420
29 H 3.7905 -1.7866 -3.1491
30 H 3.4784 -0.0777 -3.4498
31 H 2.8439 -1.3399 -0.7053
32 H 2.2432 0.2029 -1.4260
33 H 0.7417 -2.0867 -1.3289
34 H 1.6467 -2.3552 -2.7944
35 H 1.0095 0.2335 -3.1847
36 H 0.2520 -1.0444 -4.0203
37 H -1.2974 0.6302 -3.1023
38 H -0.5637 0.5360 -1.5410
39 H -3.1396 -2.1874 -0.9943
40 H -1.2125 -1.7499 -0.6981
41 H -3.4605 0.3473 -3.2244
42 H -3.6854 -1.3175 -3.6281
43 H -5.7208 -0.2581 -3.0954
44 H -5.2790 0.2450 -1.5079
45 H -6.8623 -1.7099 -1.8965
46 H -6.7177 -2.2079 0.2342
47 H -5.0380 -2.6834 0.2141
48 H -5.5269 -0.9387 0.3055
49 H -6.2388 -3.8307 -2.3403
50 H -4.9584 -3.0440 -3.3493
51 H -4.6120 -3.6390 -1.7388
52 H -2.2928 2.0532 0.2035
53 H -3.8172 1.8666 -0.3773
54 H -2.3076 -1.0673 1.2763
55 C -4.4136 2.3544 5.6923
56 C -3.6563 1.2996 6.5102
57 C -3.7878 -0.0395 5.7735
58 S -3.9830 0.3686 4.0239
59 O -5.2993 -0.0414 3.6064
60 O -2.8062 -0.0152 3.3011
61 C -3.9833 2.1454 4.2454
62 H -4.1912 3.3651 6.0272
63 H -5.4898 2.1930 5.7905
64 H -2.6019 1.5802 6.5759
65 H -4.0401 1.2272 7.5287
66 H -2.9040 -0.6611 5.8922
67 H -4.6725 -0.5894 6.0898
68 H -4.6567 2.6007 3.5233
69 H -2.9643 2.4957 4.0824
70 C 13.0880 -0.4647 -1.7273
71 C 12.3318 -1.1557 -0.5846
72 C 10.9369 -0.5223 -0.5070
73 S 10.5523 0.0484 -2.1684
74 O 10.4682 1.4861 -2.1509
75 O 9.5082 -0.7676 -2.7296
76 C 12.1172 -0.4212 -2.9029
77 H 14.0037 -0.9949 -1.9862
78 H 13.3584 0.5509 -1.4298
79 H 12.2402 -2.2220 -0.8018
80 H 12.8583 -1.0595 0.3641
81 H 10.1807 -1.2371 -0.1956
82 H 10.9234 0.3435 0.1522
83 H 12.3923 0.3022 -3.6667
84 H 11.9895 -1.4078 -3.3474
85 C -4.8720 -0.9304 -7.7282
86 C -5.4919 0.2840 -8.4354
87 C -6.5091 0.9065 -7.4707
88 S -5.9295 0.5102 -5.8107
89 O -6.8918 -0.3654 -5.1915
90 O -5.4732 1.7165 -5.1697
91 C -4.5165 -0.4599 -6.3222
92 H -3.9944 -1.3014 -8.2555
93 H -5.6023 -1.7410 -7.6765
94 H -4.7083 1.0099 -8.6636
95 H -5.9648 0.0063 -9.3776
96 H -6.5681 1.9870 -7.5762
97 H -7.4980 0.4679 -7.5910
98 H -4.3583 -1.2732 -5.6178
99 H -3.6494 0.1995 -6.3334
100 C 0.2344 -8.8821 -4.0735
101 C -1.0116 -8.9461 -3.1797
102 C -1.8903 -7.7383 -3.5297
103 S -1.5356 -7.3384 -5.2445
104 O -0.9114 -6.0499 -5.2846
105 O -2.6801 -7.6604 -6.0627
106 C -0.2751 -8.5929 -5.4821
107 H 0.8068 -9.8093 -4.0388
108 H 0.8845 -8.0705 -3.7398
109 H -1.5566 -9.8716 -3.3824
110 H -0.7499 -8.9456 -2.1221
111 H -2.9496 -7.9600 -3.4306
112 H -1.6378 -6.8631 -2.9311
113 H 0.4929 -8.2146 -6.1525
114 H -0.7564 -9.4687 -5.9179
115 C -3.8587 7.7308 8.7935
116 C -3.1083 6.6571 9.5925
117 C -3.2670 5.3304 8.8390
118 S -3.4753 5.7607 7.1045
119 O -4.8020 5.3826 6.6915
120 O -2.3090 5.3519 6.3637
121 C -3.4435 7.5342 7.3393
122 H -3.6217 8.7345 9.1427
123 H -4.9360 7.5828 8.8966
124 H -2.0509 6.9221 9.6536
125 H -3.4840 6.5755 10.6114
126 H -2.3917 4.6939 8.9422
127 H -4.1576 4.7910 9.1561
128 H -4.1161 8.0065 6.6273
129 H -2.4204 7.8711 7.1714
130 C 1.0738 4.7618 5.1095
131 C 2.2537 4.8593 4.1343
132 C 3.1227 6.0411 4.5867
133 S 2.8778 6.1940 6.3622
134 O 2.2216 7.4500 6.6341
135 O 4.0859 5.8157 7.0519
136 C 1.6742 4.8789 6.5049
137 H 0.5263 3.8287 4.9891
138 H 0.3781 5.5847 4.9343
139 H 2.8361 3.9367 4.1732
140 H 1.9187 4.9898 3.1068
141 H 4.1784 5.8734 4.3894
142 H 2.8035 6.9744 4.1269
143 H 0.9443 5.1338 7.2700
144 H 2.2091 3.9710 6.7832



# 2
One molecule with the formula C21H28N2O5, computed with ωB97M-V/def2-TZVPD.

The total energy is -35449.8335 eV. The gap between HOMO and LUMO is 8.63 eV. The relative energy (zero: lowest compared OMol25 entry of this formula, charge and spin) comes out at 1.178 eV. The calculation puts the LUMO energy at 0.03 eV.

CARTESIAN COORDINATES (ANGSTROEM)
1 C -5.0556 -2.9150 1.7481
2 C -4.4154 -2.0279 0.6888
3 H -5.1886 -1.6213 0.0339
4 H -3.7384 -2.6215 0.0713
5 C -3.6445 -0.8631 1.3259
6 C -3.0082 -0.0106 0.2713
7 C -3.5916 1.1425 -0.1253
8 C -3.0508 1.9778 -1.1753
9 O -3.5257 3.0178 -1.5594
10 O -1.9029 1.5368 -1.7784
11 C -1.2798 0.3953 -1.4046
12 C -0.1016 0.0739 -2.0799
13 C 0.5904 -1.0819 -1.7099
14 C 0.1030 -1.8999 -0.6895
15 C -1.0651 -1.5729 -0.0415
16 C -1.7856 -0.4227 -0.3757
17 H -1.4195 -2.2194 0.7444
18 H 0.6342 -2.7897 -0.3927
19 O 1.7423 -1.3132 -2.3996
20 C 2.5296 -2.4275 -2.0445
21 C 3.0889 -2.3511 -0.6159
22 O 3.3338 -3.3464 0.0319
23 N 3.3036 -1.0934 -0.1961
24 H 2.9785 -0.3192 -0.7586
25 C 3.6190 -0.7624 1.1713
26 C 2.4749 0.0511 1.7837
27 N 2.1699 1.2191 0.9712
28 C 3.1447 2.2877 1.1404
29 H 4.1400 1.9166 0.8928
30 C 2.7934 3.4441 0.2039
31 O 1.5047 3.9401 0.4637
32 C 0.5501 2.9172 0.3121
33 C 0.8403 1.7442 1.2491
34 H 0.1063 0.9533 1.0802
35 H 0.7576 2.0903 2.2940
36 H -0.4197 3.3619 0.5405
37 H 0.5503 2.5593 -0.7267
38 H 3.4814 4.2784 0.3501
39 H 2.8574 3.0963 -0.8390
40 H 3.1530 2.6566 2.1812
41 H 1.5800 -0.5766 1.8043
42 H 2.7315 0.3217 2.8214
43 H 3.7501 -1.7001 1.7154
44 H 4.5584 -0.2031 1.2040
45 H 1.9828 -3.3703 -2.1613
46 H 3.3664 -2.4251 -2.7492
47 C 0.4333 0.9384 -3.1790
48 H 0.5011 0.3635 -4.1010
49 H -0.2123 1.7962 -3.3365
50 H 1.4386 1.2785 -2.9341
51 H -4.5046 1.5003 0.3239
52 H -4.3408 -0.2559 1.9064
53 H -2.8892 -1.2552 2.0088
54 H -5.6053 -3.7275 1.2797
55 H -4.2973 -3.3448 2.3993
56 H -5.7474 -2.3413 2.3608



# 3
One molecule with the formula C2H8NOPS in a non-equilibrium geometry, computed with ωB97M-V/def2-TZVPD.

The total energy is -25859.4537 eV. The gap between HOMO and LUMO (alpha / beta) is 5.75 / 7.16 eV. The relative energy (zero: lowest compared OMol25 entry of this formula, charge and spin) comes out at 4.120 eV. The spin multiplicity is 3. The expectation value of S² is 2.008. The calculation puts the LUMO energy (alpha / beta) at 0.76 / -2.38 eV.

CARTESIAN COORDINATES (ANGSTROEM)
1 C -1.5740 0.2798 0.6318
2 C -0.1562 0.2845 0.8817
3 N 0.6592 -0.0938 -0.3065
4 O 0.6516 2.2658 -1.2722
5 P 2.7455 0.2398 -2.1722
6 S 0.6412 0.8113 -1.7189
7 H -1.8877 -0.6377 0.1322
8 H -2.2890 0.4570 1.3317
9 H -1.9471 1.0138 -0.1748
10 H 0.2078 1.1685 1.2624
11 H 0.0836 -0.5677 1.5741
12 H 0.8329 -1.0694 -0.6788
13 H 3.1564 1.5201 -1.6682
14 H 2.6306 0.6511 -3.4192



# 4
One molecule with the formula C3H4O3 in a non-equilibrium geometry, computed with ωB97M-V/def2-TZVPD.

The total energy is -9315.5524 eV. The gap between HOMO and LUMO is 10.23 eV. The relative energy (zero: lowest compared OMol25 entry of this formula, charge and spin) comes out at 3.148 eV. The calculation puts the LUMO energy at 0.76 eV.

CARTESIAN COORDINATES (ANGSTROEM)
1 O -0.5515 -0.1700 -1.8661
2 C -1.1300 -0.2496 -0.8126
3 C -0.6557 0.3790 0.4818
4 O 0.5318 1.1609 0.3037
5 C 1.7048 0.5767 0.1550
6 O 1.5674 -0.7433 0.2606
7 H -2.0912 -0.8014 -0.7084
8 H -1.4198 1.0748 0.8451
9 H -0.5104 -0.4058 1.2337
10 H 2.5615 -0.8883 0.1249